C34H38N6O6P2Zr as an isolated structure at a distorted geometry, computed with ωB97M-V/def2-TZVPD.

Each line ends with the Mulliken charge.
Element x y z (Å)
Zr: 0.79282 -1.87318 0.67936  0.613
C: -1.96487 3.46303 2.59865  -0.952
C: -2.13309 2.32779 1.90854  -0.687
C: -1.33996 1.77215 0.76108  -0.371
C: -0.14615 0.98206 1.28597  5.194
C: 1.03582 1.82851 1.62420  -0.721
C: 1.07151 3.11831 1.94134  -0.516
C: 0.19129 4.22441 1.46141  -0.853
C: -1.01690 4.58507 2.34894  -0.666
C: 2.56988 -3.12893 1.28594  -1.371
H: -2.63756 3.62618 3.44354  0.458
H: -2.99075 1.69792 2.18667  0.435
H: -1.02004 2.51251 0.01700  0.016
H: -1.99961 1.06540 0.22050  0.388
H: -0.48728 0.45314 2.20525  -0.354
H: 0.15397 0.24256 0.47411  -3.500
H: 1.95429 1.22318 1.67744  0.329
H: 1.97310 3.48031 2.47503  0.446
H: -0.18470 4.03364 0.45444  0.158
H: 0.80512 5.13256 1.40251  0.488
H: -0.71745 5.01432 3.32145  0.409
H: -1.56885 5.38743 1.82483  0.391
H: 3.08302 -2.70250 2.17470  0.319
H: 3.29277 -3.49484 0.55727  0.525
H: 1.99293 -4.00309 1.68512  0.531
P: 1.73022 -1.25767 -1.60024  0.917
P: -2.12946 -0.45309 -1.89833  0.157
N: 3.06293 -0.10993 -2.20192  0.385
N: 2.08013 -2.54214 -2.82642  0.610
N: -2.02654 1.08051 -2.83677  0.698
N: -3.52827 -0.97251 -2.93817  0.289
C: 0.46871 -0.43652 -2.62109  -0.815
C: -0.80520 -1.26667 -2.84396  -1.627
C: 4.36374 -0.23570 -1.70989  -0.437
C: 5.20914 0.60527 -2.43458  -0.602
C: 4.42596 1.22726 -3.45147  -0.641
C: 3.11786 0.75572 -3.30129  -0.211
C: 2.77462 -3.71123 -2.51088  -0.402
C: 3.11710 -4.34522 -3.69338  -0.586
C: 2.63199 -3.54896 -4.77322  -0.663
C: 1.99982 -2.44818 -4.22106  -0.287
C: -2.23768 2.34916 -2.28112  -1.014
C: -2.06931 3.31940 -3.25796  -0.954
C: -1.76330 2.63291 -4.48033  -0.913
C: -1.72054 1.27049 -4.19428  -0.467
C: -4.32344 -0.26102 -3.85109  -0.258
C: -5.17181 -1.14627 -4.51585  -0.711
C: -4.92349 -2.45330 -3.97353  -0.538
C: -3.91040 -2.32190 -3.02684  -0.420
H: 0.88491 -0.19309 -3.60477  -0.212
H: 0.28883 0.53339 -2.12338  0.952
H: -1.05889 -1.31992 -3.91751  0.401
H: -0.71899 -2.30214 -2.46978  0.988
H: 4.56573 -0.89846 -0.87997  0.441
H: 6.26416 0.76688 -2.25809  0.464
H: 4.74083 1.93698 -4.20420  0.474
H: 2.24721 1.00595 -3.89167  0.506
H: 2.91364 -3.98394 -1.47180  0.161
H: 3.66191 -5.28041 -3.79332  0.456
H: 2.72312 -3.72391 -5.84125  0.454
H: 1.45968 -1.64157 -4.70193  0.392
H: -2.52638 2.45877 -1.24982  1.214
H: -2.18224 4.38556 -3.11906  0.477
H: -1.62927 3.07195 -5.45917  0.512
H: -1.50633 0.43453 -4.84997  0.517
H: -4.23273 0.80900 -3.95844  0.386
H: -5.87467 -0.88652 -5.29725  0.440
H: -5.43285 -3.36997 -4.24680  0.442
H: -3.44145 -3.05756 -2.39132  0.317
O: -0.13276 -2.78440 2.52702  -0.795
C: 0.39111 -1.84710 3.22098  1.281
O: 1.26263 -1.08750 2.59959  -0.495
C: -0.00446 -1.45699 4.59580  0.402
C: -0.39848 -0.12603 4.73517  -0.197
C: -0.57955 0.41347 6.02124  -0.537
C: -0.30614 -0.34676 7.15470  -0.240
C: 0.05972 -1.68589 7.00445  -0.236
C: 0.14133 -2.27729 5.71868  -0.646
N: 0.43554 -2.43589 8.18154  0.908
O: 0.24889 -1.90688 9.30254  -0.530
O: 0.94886 -3.56688 8.04027  -0.537
N: -1.09910 1.75492 6.13039  0.900
O: -1.35767 2.37362 5.07538  -0.523
O: -1.29744 2.24609 7.25362  -0.554
H: -0.60002 0.48605 3.86136  0.607
H: -0.27470 0.13805 8.13308  0.598
H: 0.33397 -3.33442 5.60216  0.591

Output
**Relative energy (zero: lowest compared OMol25 entry of this formula, charge and spin)**: 15.3 kcal per mole
**Kohn-Sham gap (alpha / beta)**: 2.448 / 3.915 eV
**Charge**: +2
**HOMO energy (alpha / beta)**: -12.53 / -12.54 eV
**Largest force on an atom**: 7.8 eV/Å